Computed, not measured: a cluster of 2 separate species, C5H12O3 in total at a distorted geometry, with wB97M-V/def2-TZVPD.

Geometry (Å):
O1 1.7689 1.4706 -0.7141
C1 2.3883 0.2801 -0.3516
C2 1.5196 -0.6713 0.4527
O2 0.3627 -1.0272 -0.3098
C3 -0.5072 -1.9238 0.3560
H1 3.2762 0.4943 0.2725
H2 2.7493 -0.2781 -1.2409
H3 1.1817 -0.1825 1.3834
H4 2.0894 -1.5853 0.6932
H5 -1.3586 -2.1007 -0.3122
H6 0.0183 -2.8622 0.5891
H7 -0.9014 -1.4607 1.2752
H8 0.7173 1.2273 -1.0303
C4 -2.1082 1.6246 0.5685
O3 -2.2414 1.0513 -0.7372
C5 -1.1728 0.6460 -1.3549
H9 -2.5910 2.6061 0.5478
H10 -2.6224 0.9692 1.2828
H11 -1.0449 1.7015 0.8289
H12 -1.5237 0.0208 -2.1993

The value obtained for the HOMO-LUMO gap is 9.2 eV. The calculation puts the HOMO energy at -8.472 eV.

Computed, not measured: a cluster of 2 separate species, C5H12O3 in total at a distorted geometry, with wB97M-V/def2-TZVPD.

Geometry (Å):
C1 -0.3598 1.4822 0.9745
O1 -0.4404 1.7794 2.3613
C2 0.7353 0.5938 0.2272
C3 0.0465 -0.8221 0.1247
C4 -0.2870 -1.2260 -1.2413
C5 -1.6582 -0.4898 -1.6270
O2 -2.7349 -1.1149 -1.6331
H1 -0.2165 2.5341 0.5995
H2 -1.3623 1.1012 0.5848
H3 0.2482 1.1309 2.7867
H4 1.6577 0.8243 0.9821
H5 1.0869 0.9638 -0.6773
H6 -0.8520 -0.7742 0.6591
H7 0.6650 -1.5370 0.6105
H8 -0.3704 -2.3755 -1.2877
H9 0.6565 -1.0177 -1.9106
H10 -1.5972 0.6106 -1.7541
H11 3.3572 -0.9248 -0.3301
H12 4.2292 -0.4653 0.6843
O3 3.3800 -0.3269 0.3098

The value obtained for the HOMO-LUMO gap is 10.2 eV. The calculation puts the HOMO energy at -9.772 eV. The SMILES is O=CCCCCO.O.

In kJ/mol, the energy relative to the best compared isomer or geometry (same formula, charge and spin) values for the records above are, in order, 506.44, 368.28.